Density functional theory data (ωB97M-V/def2-TZVPD) for one molecule with the formula CH4N2O.

CARTESIAN COORDINATES (ANGSTROEM)
N  0.86590  0.75365  -0.07044
N  0.53866  -0.64834  0.26058
H  1.35144  1.10353  0.75403
O  -1.55358  0.06172  -0.31994
H  1.58072  0.47418  -0.76668
C  -0.71258  -0.85151  0.12963
H  -0.94216  0.89591  -0.46029
H  -1.12840  -1.78914  0.47310

Values from the calculation:
Relative energy (zero: lowest compared OMol25 entry of this formula, charge and spin), kJ/mol: 222.2
HOMO, eV: -9.7
Total charge: 0


Density functional theory data (ωB97M-V/def2-TZVPD) for one molecule with the formula C6H8N2.

CARTESIAN COORDINATES (ANGSTROEM)
C  0.00282  0.12212  1.99173
H  -0.93157  1.99749  1.12655
H  -0.03664  -1.65109  -0.13622
N  -0.49194  -0.72370  -0.83173
H  0.00526  0.18160  3.17782
H  0.50448  0.75918  -3.54954
C  -1.06075  0.80038  0.99828
H  1.59317  -0.86466  2.43282
C  1.00370  -0.68219  1.62086
H  1.34070  -0.82868  0.59441
H  -2.14274  0.67413  1.26243
N  -0.06642  1.39301  -1.33346
C  0.29571  0.55336  -2.39959
H  0.31286  -1.66266  -2.46911
C  -0.53354  0.61487  -0.50130
C  0.20491  -0.68315  -1.98394

Values from the calculation:
Relative energy (zero: lowest compared OMol25 entry of this formula, charge and spin), kJ/mol: 358.9
HOMO, eV: -9.0
Total charge: 0


Density functional theory data (ωB97M-V/def2-TZVPD) for a 13-piece molecular cluster, C4H37N3O12 overall.

CARTESIAN COORDINATES (ANGSTROEM)
H  3.53605  3.14726  0.02654
O  4.07218  -0.91700  -1.83094
H  3.55851  -1.89554  1.24641
O  2.94126  0.29357  3.08278
H  -4.86398  0.30911  -2.54126
C  1.79510  2.22583  -0.33573
H  3.52662  -1.65052  -1.52994
H  -1.80232  -4.39344  0.16494
H  0.23762  -4.00732  -3.27792
H  -0.98217  3.49431  -3.74200
H  -2.72633  0.10295  -1.92998
O  -2.18894  -1.29894  0.61360
C  -0.52985  1.50704  -0.88743
H  0.85174  3.34182  3.87052
O  3.38650  -2.53500  0.54648
H  -1.79529  -1.04300  -2.73556
H  1.68254  2.62211  -1.34218
C  -0.62780  0.52741  -2.05739
H  -0.04132  0.06060  1.21900
H  -0.12624  -1.77720  3.73144
O  -4.34589  0.86410  -1.95543
H  -0.36122  2.23991  4.96893
O  -1.09659  -3.73963  0.14967
H  -0.71411  -4.94055  -2.55317
H  3.30168  1.77231  1.03696
H  -0.27262  -4.20562  0.32653
H  -1.58197  -2.05715  0.65663
H  3.83550  0.59377  2.96492
C  0.69708  1.50421  -0.05553
N  -1.79713  -0.37528  -1.97377
H  -3.16991  -2.62266  -3.75234
H  1.60147  0.54246  1.32786
H  -1.82498  -0.89492  -1.08431
H  -4.22197  -1.66352  -3.98414
O  -3.57737  -1.87417  -3.29013
H  -0.81647  -2.13532  2.44157
N  0.62638  0.82569  1.29182
H  0.30626  -0.01962  -2.15344
O  1.49199  2.80418  3.38872
O  0.10590  -4.44966  -2.43323
H  2.86140  -0.15654  3.92518
H  -2.89902  -1.31737  1.25443
O  -1.31304  3.56021  -2.84246
H  -4.72077  0.92781  -1.07402
H  -0.89886  2.53626  -1.03136
H  4.80746  -1.30263  -2.31428
H  -2.12388  4.07589  -2.85414
H  3.79307  -3.32767  0.91665
H  -1.84560  2.74620  4.88845
H  0.45019  1.38996  2.13339
O  -1.11031  2.39421  4.39296
H  2.34356  3.17598  3.63494
H  -0.77222  1.16236  -2.92764
O  -0.37722  -1.40035  2.88021
H  -1.37695  1.35327  -0.18656
N  2.95023  2.39334  0.33560

Values from the calculation:
Relative energy (zero: lowest compared OMol25 entry of this formula, charge and spin), kJ/mol: 76.8
HOMO, eV: -13.8
Total charge: +2


Density functional theory data (ωB97M-V/def2-TZVPD) for C30H34Cl5N7O5P2V as an isolated structure.

CARTESIAN COORDINATES (ANGSTROEM)
H  -4.76008  -3.22727  1.88785
C  1.58190  0.42749  -4.32838
Cl  4.69651  -0.33151  4.92180
Cl  5.10860  -0.04354  -1.29831
N  1.62480  -2.06762  -0.25002
N  -2.81277  -2.53989  1.51424
C  1.74759  1.55301  -3.53702
C  -3.35947  -0.94878  4.04330
C  1.88008  4.85932  -0.67295
N  -2.25447  0.40576  -1.56022
P  -1.92040  -1.18955  1.75336
H  -4.44189  -2.79807  0.20007
H  -4.64958  -1.52588  1.41179
H  1.80774  2.50181  -4.05190
H  1.24656  -3.46901  -3.27884
N  1.89414  2.20783  0.10745
C  5.00602  -0.12457  0.43625
O  1.22928  -0.51066  -6.45375
C  1.50885  -0.82303  -3.73272
C  -4.34624  2.30543  -0.39254
H  -4.13721  -0.21708  3.78988
C  -1.47139  0.55009  3.67423
Cl  7.71607  -0.21400  0.43459
H  -1.09964  -3.74444  1.54222
C  -2.66410  3.38846  1.02072
V  1.66174  0.03304  0.42570
N  -2.94885  2.37961  0.00776
H  1.96594  2.86939  2.04817
C  4.83882  -0.25307  3.21053
H  1.39320  -1.66968  -4.39531
C  1.35149  -4.55176  -1.42925
C  3.74327  -0.10964  1.01113
C  1.93478  4.52313  0.67004
C  1.56863  -0.91135  -2.35171
H  1.51779  -5.30913  0.58480
H  -1.60037  3.39057  1.24431
C  1.35362  -3.40820  -2.20644
C  1.93584  3.18360  1.01144
H  1.24200  -5.52387  -1.89206
O  -0.50966  -1.29084  1.35673
C  -1.60643  1.07682  -2.68709
C  1.62128  -3.17482  0.49092
H  -4.99147  1.99147  0.43576
H  -1.66732  -1.64046  -1.68987
H  1.87098  5.89661  -0.98112
H  -2.16751  -4.03532  0.16234
H  -1.15736  0.51754  4.71830
C  3.72930  -0.17740  2.38432
O  -0.62315  1.34025  0.37036
C  1.40141  0.57172  -5.87369
H  -2.94686  4.37052  0.63790
C  1.51809  -2.17395  -1.58477
C  1.50066  -4.43800  -0.05507
H  -2.27842  1.08461  -3.54682
H  -4.45740  1.60324  -1.21524
O  -2.71139  -0.06935  0.87346
H  -3.31707  -1.34719  -1.08942
H  -3.22752  3.20740  1.94336
C  1.78061  1.40676  -2.15916
H  -2.63085  -4.60895  1.77767
C  6.17353  -0.19947  1.19401
H  -2.15106  1.39985  3.54059
C  -4.23963  -2.51841  1.23869
H  -0.68676  0.56939  -2.97435
C  -2.55476  -1.00329  -1.78439
H  -3.72903  -1.95047  3.84128
C  1.86166  2.52761  -1.19718
H  -2.94126  -1.11181  -2.79828
H  1.97296  5.27908  1.44147
C  1.83896  3.85217  -1.62048
H  1.70654  -3.02699  1.56037
Cl  2.09524  -0.16769  3.09286
Cl  7.51604  -0.35557  3.54231
N  1.68169  0.19369  -1.60300
N  -2.11941  -0.71240  3.32098
H  1.79484  4.08826  -2.67265
H  -0.59681  0.70868  3.04545
C  -2.13902  -3.80155  1.23117
P  -1.99948  1.04121  -0.07200
H  -1.37110  2.10780  -2.42341
O  1.41689  1.74814  -6.26510
H  -4.67616  3.28920  -0.72920
H  -3.15941  -0.87138  5.11257
C  6.08684  -0.26365  2.58920

Values from the calculation:
Relative energy (zero: lowest compared OMol25 entry of this formula, charge and spin), kJ/mol: 41.2
HOMO (alpha / beta), eV: -7.5 / -7.8
⟨S²⟩: 3.7632
Total charge: 0
Multiplicity: 4


Density functional theory data (ωB97M-V/def2-TZVPD) for one molecule with the formula C7H8N4O2S.

CARTESIAN COORDINATES (ANGSTROEM)
C  2.53973  1.33961  -1.25181
H  2.52490  0.40852  -1.80830
C  -1.31258  -0.31584  0.81225
C  1.55949  -1.31401  0.39409
C  -0.81123  -1.67535  1.18535
H  -2.32509  3.20516  -0.15207
H  -0.61170  -1.66781  2.27104
C  -2.64979  0.10303  0.73357
N  1.54101  -0.02730  0.80148
O  2.68572  2.16070  1.25266
H  -1.57880  -2.42662  0.98066
H  1.58308  1.84807  -1.29767
N  -0.74256  1.91209  0.17661
H  -3.45990  -0.58164  0.94701
H  3.32996  1.98786  -1.61511
N  0.37316  -2.01623  0.43168
O  2.57355  -1.86068  -0.00863
C  -0.47206  0.71771  0.51670
H  0.51378  -2.99697  0.23751
C  -2.04448  2.20270  0.13095
S  2.89407  0.92713  0.52050
N  -2.98840  1.33510  0.40528

Values from the calculation:
Relative energy (zero: lowest compared OMol25 entry of this formula, charge and spin), kJ/mol: 111.4
HOMO (alpha / beta), eV: -8.6 / -8.6
Total charge: 0


Density functional theory data (ωB97M-V/def2-TZVPD) for a 12-piece molecular cluster, C4H35N2O11S overall.

CARTESIAN COORDINATES (ANGSTROEM)
H  1.61440  -2.07520  -2.27996
H  -2.89795  -1.03840  3.15589
C  0.31721  -0.15822  0.18373
H  4.13795  2.25251  0.64835
O  -0.09665  -2.62461  -2.50211
C  -1.54564  1.65138  0.42755
O  3.50259  2.31731  -0.06834
H  -3.02285  2.74175  1.47561
O  0.24927  2.43600  -2.12553
H  -2.32367  -0.41124  4.52577
N  0.82431  2.19549  0.70663
H  -0.41547  4.27695  3.13970
H  -2.26714  0.93244  0.01921
O  2.52992  -1.90277  -1.99171
H  2.60261  0.36255  3.14076
H  1.40956  -0.16592  0.08318
H  -0.21493  0.90066  1.92307
H  -1.36362  -1.23923  -3.71913
H  -2.56592  -2.06365  -1.32018
H  2.72461  1.93778  3.40131
H  -0.21455  3.12850  -2.57779
H  0.62944  2.96713  1.37991
H  -1.39915  2.28626  -0.44298
H  -0.12103  -3.38481  -3.10234
O  -1.79807  -0.43085  -3.44157
H  -2.62693  -3.18670  2.86551
C  -0.03309  -1.41081  0.97460
H  2.20292  0.35136  -3.40834
H  3.11092  -2.51308  -2.45978
H  3.92807  2.32186  -0.92737
H  -1.94844  0.10477  -4.21986
O  -2.47721  -3.02684  -1.18846
H  0.05353  -1.31439  2.05836
O  2.43762  1.24012  2.80707
H  1.78885  1.93160  0.91540
N  -2.04934  2.47367  1.52878
O  0.19404  4.46277  2.41637
O  -2.30394  -0.40387  3.57212
H  1.97851  -2.27339  -0.00585
C  -0.19301  1.10031  0.86968
H  -2.24734  -2.78155  1.48197
O  1.69345  1.03332  -3.83243
O  -3.01856  -2.94692  2.01495
H  0.74651  2.53267  -0.26407
H  -0.34602  -3.02583  -1.66805
H  0.12435  1.67860  -2.72138
H  -3.43365  -3.14883  -1.32416
H  0.02087  -0.24485  -0.86607
H  1.33997  0.57799  -4.60689
S  0.82733  -2.93097  0.35379
H  -0.42633  4.55754  1.69050
H  -1.02937  -1.73695  0.66855
H  -2.08897  1.86732  2.34912

Values from the calculation:
HOMO (alpha / beta), eV: -15.3 / -15.3
⟨S²⟩: 0.7535
Total charge: +2
Multiplicity: 2